Record 1
Computed, not measured: a structure of composition C22H16BrIN3OSTa, with ωB97M-V with the def2-TZVPD basis set.

Properties
Energy relative to the best compared isomer or geometry (same formula, charge and spin), eV: 0.0000
HOMO-LUMO gap, Ha: 0.22743
Net charge: +2
Lowest unoccupied orbital energy, eV: -8.25
HOMO, eV: -14.44

```
46
Properties=species:S:1:pos:R:3:nbo_charge:R:1
Ta -1.486 0.088 -1.315 1.81
N -0.190 3.564 -2.915 -0.76
C -1.036 2.701 -2.358 0.32
S -1.433 1.244 -3.361 -0.06
N -1.524 2.934 -1.168 -0.34
N -2.256 1.883 -0.659 -0.42
C -3.281 2.189 0.096 0.25
C -4.218 1.250 0.576 -0.23
C -5.263 1.671 1.427 -0.09
C -6.230 0.782 1.820 -0.22
C -6.189 -0.536 1.356 -0.08
C -5.187 -0.980 0.508 -0.28
C -4.198 -0.091 0.132 0.43
O -3.211 -0.481 -0.705 -0.75
H 0.065 3.496 -3.885 0.43
H 0.070 4.391 -2.399 0.44
H -3.401 3.246 0.323 0.25
H -5.287 2.701 1.761 0.24
H -7.028 1.098 2.477 0.25
H -6.961 -1.230 1.661 0.25
H -5.167 -1.996 0.139 0.25
Br 0.913 -3.217 -3.614 0.13
C 1.718 -3.129 -1.916 -0.15
C 3.096 -3.280 -1.814 -0.20
C 3.714 -3.200 -0.576 -0.16
C 2.974 -2.961 0.573 -0.21
C 1.600 -2.807 0.488 -0.17
C 0.993 -2.897 -0.756 -0.21
I -1.102 -2.732 -0.801 0.50
H 3.674 -3.468 -2.707 0.25
H 4.786 -3.332 -0.512 0.25
H 3.459 -2.904 1.538 0.24
H 1.010 -2.638 1.380 0.23
C 0.203 0.466 -0.287 -0.66
C 1.320 0.550 0.219 0.31
C 2.614 0.633 0.769 -0.23
C 2.782 0.743 2.157 -0.13
C 4.058 0.793 2.681 -0.21
C 5.160 0.733 1.834 -0.15
C 4.996 0.625 0.456 -0.16
C 3.727 0.574 -0.084 -0.15
H 1.916 0.792 2.803 0.23
H 4.200 0.884 3.749 0.24
H 6.157 0.777 2.251 0.24
H 5.861 0.585 -0.191 0.23
H 3.580 0.487 -1.153 0.23
```

Record 2
Computed, not measured: a structure of composition C22H16ClCoN5O3 at a distorted geometry, with ωB97M-V with the def2-TZVPD basis set.

Properties
Energy relative to the best compared isomer or geometry (same formula, charge and spin), eV: 3.5642
HOMO-LUMO gap (spin up / spin down), Ha: 0.26206 / 0.23188
Net charge: 0
Lowest unoccupied orbital energy (spin up / spin down), eV: -0.66 / -1.80
Spin multiplicity: 4
HOMO (spin up / spin down), eV: -7.80 / -8.11
⟨S²⟩: 3.88

```
48
Properties=species:S:1:pos:R:3:nbo_charge:R:1
Co 1.558 0.180 -0.444 1.11
O 5.199 -0.966 0.124 -0.59
C 4.003 -0.827 0.028 0.75
O 3.359 0.293 -0.143 -0.78
C 3.048 -1.993 0.129 0.10
C 3.420 -3.323 0.171 -0.22
C 2.439 -4.282 0.266 -0.11
C 1.091 -3.899 0.400 -0.13
C 0.037 -4.839 0.535 -0.16
C -1.267 -4.415 0.822 -0.22
C -1.582 -3.096 0.935 -0.12
C -0.599 -2.016 0.653 -0.36
C 0.800 -2.518 0.396 0.36
N 1.756 -1.611 0.194 -0.47
H 4.473 -3.562 0.112 0.26
H 2.690 -5.334 0.270 0.22
H 0.266 -5.893 0.467 0.22
H -2.032 -5.158 1.002 0.23
H -2.566 -2.800 1.260 0.23
H -0.541 -1.353 1.530 0.26
C 2.224 4.127 -1.590 -0.72
C 1.941 2.941 -0.728 0.67
C 2.085 3.063 0.753 -0.76
O 1.648 1.874 -1.255 -0.56
H 3.303 4.301 -1.570 0.26
H 1.738 5.025 -1.211 0.24
H 1.917 3.937 -2.615 0.25
H 2.019 4.090 1.102 0.23
H 3.065 2.656 1.021 0.28
H 1.324 2.448 1.238 0.27
Cl -5.063 1.029 1.443 0.03
C -3.678 1.910 0.911 -0.07
C -3.823 3.045 0.134 -0.18
C -2.674 3.699 -0.276 -0.23
C -1.446 3.193 0.115 0.03
N -1.305 2.110 0.875 -0.43
C -2.407 1.477 1.257 0.01
H -4.802 3.396 -0.158 0.24
H -2.732 4.583 -0.895 0.23
H -0.534 3.677 -0.207 0.17
H -2.277 0.585 1.861 0.20
N -0.087 -0.110 -0.735 -0.48
C -0.986 -0.995 -0.471 0.30
C -2.240 -0.990 -1.101 -0.47
C -3.235 -1.991 -1.022 0.30
N -4.088 -2.768 -1.032 -0.35
C -2.565 0.106 -1.941 0.30
N -2.873 0.992 -2.612 -0.35
```

Record 3
Computed, not measured: a structure of composition C22H16F12N2O4Zr at a distorted geometry, with ωB97M-V with the def2-TZVPD basis set.

Properties
Energy relative to the best compared isomer or geometry (same formula, charge and spin), eV: 0.6784
HOMO-LUMO gap, Ha: 0.27993
Net charge: 0
Lowest unoccupied orbital energy, eV: -0.04
HOMO, eV: -7.66

```
57
Properties=species:S:1:pos:R:3:nbo_charge:R:1
Zr -1.868 0.143 0.163 2.42
C 3.732 1.193 4.485 -0.63
C 2.825 0.876 3.327 -0.04
C 3.200 1.141 2.017 -0.17
C 2.351 0.862 0.968 -0.27
C 1.083 0.304 1.157 0.25
N 0.269 0.017 0.035 -0.88
C 0.941 -0.370 -1.153 0.26
C 2.035 -1.232 -1.117 -0.27
C 2.719 -1.583 -2.267 -0.18
C 2.338 -1.092 -3.508 -0.05
C 3.079 -1.454 -4.766 -0.63
C 1.219 -0.269 -3.558 -0.13
C 0.510 0.083 -2.417 -0.13
C -0.804 0.861 -2.448 0.10
O -1.762 0.093 -1.809 -0.85
C -1.350 1.140 -3.869 0.97
F -0.538 1.968 -4.557 -0.32
F -1.459 -0.010 -4.555 -0.31
F -2.571 1.685 -3.830 -0.30
C -0.619 2.281 -1.728 0.97
F -1.092 2.255 -0.411 -0.32
F -1.290 3.272 -2.296 -0.29
F 0.654 2.629 -1.655 -0.29
C 0.666 0.082 2.495 -0.06
C 1.556 0.363 3.533 -0.20
C -0.796 -0.284 2.801 0.08
O -1.653 0.540 2.077 -0.83
C -1.199 -0.102 4.297 0.97
F -0.545 -0.939 5.125 -0.32
F -0.947 1.156 4.678 -0.31
F -2.512 -0.322 4.468 -0.31
C -1.171 -1.781 2.451 0.95
F -0.547 -2.680 3.188 -0.29
F -0.884 -2.059 1.136 -0.32
F -2.490 -2.001 2.540 -0.31
H 4.779 1.041 4.220 0.22
H 3.510 0.563 5.347 0.22
H 3.622 2.232 4.800 0.22
H 4.171 1.577 1.810 0.21
H 2.671 1.077 -0.042 0.23
H 2.367 -1.612 -0.159 0.22
H 3.570 -2.249 -2.194 0.21
H 4.020 -1.953 -4.538 0.22
H 3.306 -0.567 -5.360 0.22
H 2.491 -2.125 -5.395 0.22
H 0.907 0.099 -4.525 0.21
H 1.261 0.187 4.556 0.22
N -3.473 -1.474 -0.339 -0.89
C -4.782 -0.761 -0.500 -0.35
C -4.745 0.738 -0.178 0.79
O -5.778 1.349 -0.190 -0.57
O -3.555 1.240 0.091 -0.82
H -3.147 -1.769 -1.257 0.42
H -3.595 -2.311 0.219 0.41
H -5.528 -1.197 0.160 0.24
H -5.149 -0.850 -1.520 0.24
```

Record 4
Computed, not measured: a cluster of 3 separate species, C22H16F5IO5PS2 in total at a distorted geometry, with ωB97M-V with the def2-TZVPD basis set.

Properties
HOMO-LUMO gap, Ha: 0.29965
Net charge: +1
Lowest unoccupied orbital energy, eV: -3.87
HOMO, eV: -12.02

```
52
Properties=species:S:1:pos:R:3:nbo_charge:R:1
O -2.908 0.660 3.379 -0.51
C -3.084 -0.126 2.492 0.46
I -4.672 -1.585 2.549 0.15
C -2.174 -0.208 1.251 -0.91
P -1.658 1.405 0.576 1.11
S -0.396 0.979 -1.041 -0.13
S -0.450 2.483 1.882 -0.10
C -3.064 2.462 -0.136 0.47
F -2.634 3.739 -0.018 -0.31
F -3.196 2.163 -1.444 -0.31
C -4.395 2.355 0.561 -0.17
C -4.720 3.242 1.567 -0.16
C -5.937 3.201 2.190 -0.20
C -6.887 2.267 1.832 -0.15
C -6.572 1.376 0.826 -0.07
C -7.641 0.383 0.406 0.97
F -7.784 0.349 -0.930 -0.32
F -8.837 0.749 0.888 -0.31
F -7.396 -0.864 0.821 -0.32
C -5.350 1.422 0.215 -0.20
H -2.608 -0.852 0.477 0.29
H -1.239 -0.705 1.561 0.33
H -1.302 0.433 -1.896 0.19
H -1.293 2.866 2.873 0.21
H -4.032 4.025 1.874 0.23
H -6.181 3.925 2.961 0.24
H -7.860 2.266 2.307 0.25
H -5.168 0.709 -0.589 0.24
C 4.749 -0.551 1.795 -0.18
C 3.440 -0.457 2.010 -0.25
C 2.534 0.114 0.992 0.52
O 1.331 0.197 1.203 -0.60
C 3.134 0.579 -0.278 -0.27
C 4.442 0.487 -0.497 -0.17
C 5.355 -0.087 0.524 0.49
O 6.544 -0.170 0.327 -0.47
H 5.428 -0.965 2.529 0.24
H 2.979 -0.792 2.931 0.23
H 2.457 0.995 -1.012 0.22
H 4.900 0.822 -1.419 0.24
C 4.588 -3.339 -2.915 -0.24
C 5.122 -3.750 -4.062 -0.21
C 6.591 -3.717 -4.282 0.47
O 7.076 -4.090 -5.326 -0.46
C 7.437 -3.210 -3.174 -0.22
C 6.901 -2.798 -2.028 -0.23
C 5.436 -2.832 -1.811 0.49
O 4.949 -2.457 -0.761 -0.54
H 3.521 -3.354 -2.734 0.23
H 4.520 -4.124 -4.880 0.24
H 8.504 -3.193 -3.353 0.24
H 7.501 -2.423 -1.208 0.24
```

Record 5
Computed, not measured: a cluster of 2 separate species, C22H16F6NO2S2 in total at a distorted geometry, with ωB97M-V with the def2-TZVPD basis set.

Properties
HOMO-LUMO gap, Ha: 0.20114
Net charge: -1
Lowest unoccupied orbital energy, eV: 2.26
HOMO, eV: -3.22

```
49
Properties=species:S:1:pos:R:3:nbo_charge:R:1
C 6.305 -3.569 -1.134 -0.63
C 5.080 -2.719 -1.154 0.00
C 4.492 -2.310 0.033 -0.24
C 3.359 -1.520 0.025 -0.10
C 2.804 -1.128 -1.171 -0.33
S 1.344 -0.065 -1.183 2.19
N 0.117 -1.192 -1.155 -0.70
C -1.047 -0.704 -1.104 0.19
C -2.261 -1.510 -1.109 -0.03
C -3.527 -0.923 -1.117 -0.17
C -4.660 -1.706 -1.143 -0.22
C -4.553 -3.083 -1.159 -0.19
C -3.307 -3.677 -1.152 -0.22
C -2.171 -2.897 -1.129 -0.17
O 1.325 0.712 0.104 -0.89
O 1.367 0.636 -2.514 -0.93
C 3.373 -1.526 -2.359 -0.16
C 4.506 -2.316 -2.351 -0.23
H 6.643 -3.805 -2.143 0.21
H 7.125 -3.068 -0.620 0.22
H 6.116 -4.512 -0.621 0.22
H 4.939 -2.609 0.964 0.21
H 2.910 -1.184 0.946 0.24
H -1.149 0.374 -1.062 0.20
H -3.612 0.151 -1.113 0.22
H -5.635 -1.245 -1.156 0.21
H -5.442 -3.694 -1.180 0.20
H -3.223 -4.751 -1.167 0.21
H -1.193 -3.347 -1.132 0.23
H 2.934 -1.194 -3.287 0.24
H 4.961 -2.619 -3.277 0.21
F 1.921 3.690 2.428 -0.32
C 0.815 4.429 2.633 0.97
F 0.741 4.794 3.926 -0.33
F 0.827 5.520 1.846 -0.33
C -0.402 3.600 2.302 -0.07
C -1.559 4.218 1.852 -0.28
C -2.689 3.463 1.580 -0.14
C -3.956 4.127 1.099 0.97
F -4.618 3.264 0.306 -0.33
F -4.706 4.441 2.170 -0.33
F -3.633 5.240 0.415 -0.33
C -2.673 2.102 1.775 -0.24
C -1.515 1.467 2.237 -0.17
S -1.498 -0.174 2.487 -0.46
C -0.374 2.237 2.489 -0.24
H -1.575 5.288 1.701 0.21
H -3.564 1.530 1.561 0.22
H 0.543 1.765 2.812 0.23
```